Version i
Formula: C2H11NO5
Source: the Open Molecules 2025 dataset
Level of theory: wB97M-V/def2-TZVPD

Results
Multiplicity = 1
HOMO = -10.48 eV
Frontier orbital gap = 0.3995 Ha
LUMO = 0.387 eV

Last column: Löwdin charge in e.
Positions of all 19 atoms, in Å:
1 O -0.326 -1.133 1.493  -0.017
2 C -1.148 -1.142 0.584  -0.325
3 N -0.937 -0.639 -0.686  0.007
4 C 0.232 -0.221 -1.424  -0.241
5 O -0.243 0.132 -2.761  -0.103
6 H -2.363 -1.259 0.863  0.187
7 H -1.747 -0.544 -1.326  0.144
8 H 0.670 0.827 -1.077  0.158
9 H 1.144 -0.910 -1.393  0.132
10 H -0.558 -0.576 -3.419  0.134
11 O -1.568 2.145 0.095  0.002
12 H -1.276 1.798 -0.702  -0.023
13 H -1.128 2.725 0.657  0.003
14 O 2.569 -1.835 0.593  -0.114
15 H 1.562 -1.820 0.601  0.015
16 H 2.670 -1.549 1.542  0.057
17 O 0.928 2.046 1.854  -0.025
18 H 1.778 1.868 2.181  0.011
19 H 0.420 1.253 1.721  0.000

Version ii
Formula: C2H11NO5
Source: the Open Molecules 2025 dataset
Level of theory: wB97M-V/def2-TZVPD

Results
Multiplicity = 1
HOMO = -10.25 eV
Frontier orbital gap = 0.3912 Ha
LUMO = 0.396 eV

Last column: Löwdin charge in e.
Positions of all 19 atoms, in Å:
1 N -2.232 -1.682 0.080  0.008
2 C -0.984 -1.435 0.820  -0.173
3 C 0.183 -0.966 0.000  -0.527
4 O 0.174 -0.836 -1.194  0.089
5 O 1.297 -0.806 0.730  0.076
6 H -2.069 -2.450 -0.557  0.067
7 H -2.427 -0.902 -0.546  0.067
8 H -0.692 -2.423 1.195  0.135
9 H -1.242 -0.792 1.658  0.115
10 H 1.920 -0.219 0.257  0.088
11 O 2.335 1.408 -0.685  -0.057
12 H 2.561 0.730 -1.342  0.053
13 H 1.411 1.636 -0.911  0.009
14 O -0.176 1.770 -1.842  -0.051
15 H -1.128 1.948 -1.802  0.067
16 H -0.072 1.030 -2.450  0.044
17 O 0.584 1.664 2.078  -0.052
18 H 0.842 0.731 2.020  0.009
19 H -0.284 1.594 2.493  0.033

Stability ranking, top and bottom: version ii is the most stable and version i is the least stable.

Version i
Formula: C2H4BrI
Source: the Open Molecules 2025 dataset
Level of theory: wB97M-V/def2-TZVPD

Results
Multiplicity = 1
HOMO = -8.84 eV
Frontier orbital gap = 0.3308 Ha
LUMO = 0.160 eV

Last column: Löwdin charge in e.
Positions of all 8 atoms, in Å:
1 C -0.143 -0.976 0.624  -0.511
2 C 0.241 0.842 -0.646  -0.666
3 Br 1.028 -0.773 2.180  0.535
4 I -1.233 0.826 -2.084  0.739
5 H -0.084 -1.879 0.060  -0.002
6 H -1.143 -0.657 0.729  -0.033
7 H 1.210 1.028 -0.983  -0.041
8 H 0.124 1.590 0.119  -0.021

Version ii
Formula: C2H4BrI
Source: the Open Molecules 2025 dataset
Level of theory: wB97M-V/def2-TZVPD

Results
Multiplicity = 1
HOMO = -9.29 eV
Frontier orbital gap = 0.3407 Ha
LUMO = -0.023 eV

Last column: Löwdin charge in e.
Positions of all 8 atoms, in Å:
1 C -1.005 -0.342 -0.406  -0.033
2 C 0.727 0.248 0.506  -1.186
3 Br 1.157 2.042 -0.071  0.503
4 I 2.245 -1.169 -0.022  0.713
5 H -1.691 -0.421 0.397  0.016
6 H -1.195 0.486 -1.099  0.028
7 H -0.551 -1.214 -0.822  -0.026
8 H 0.313 0.371 1.517  -0.016

Stability ranking, top and bottom: version ii is the most stable and version i is the least stable.

Version i
Formula: C5H20FeN10O9S
Source: the Open Molecules 2025 dataset
Level of theory: wB97M-V/def2-TZVPD

Results
Multiplicity = 9
HOMO (spin up / spin down) = -2.10 / -10.61 eV
Expectation value of S² = 20.02
Frontier orbital gap (spin up / spin down) = 0.0887 / 0.2317 Ha
LUMO (spin up / spin down) = 0.308 / -4.309 eV

Last column: Löwdin spin population.
Positions of all 46 atoms, in Å:
1 Fe 9.041 18.234 17.809  4.555
2 S 8.353 15.443 15.895  0.029
3 O 8.318 14.171 16.545  0.194
4 O 7.086 15.851 15.328  0.281
5 O 8.798 16.527 16.870  0.081
6 O 9.324 15.445 14.773  0.620
7 C 11.794 18.799 16.252  0.113
8 O 10.622 18.970 16.701  0.098
9 N 12.076 18.512 14.990  0.050
10 N 12.816 18.933 17.121  0.097
11 H 11.299 18.290 14.384  0.009
12 H 13.003 18.201 14.725  0.066
13 H 13.757 18.739 16.792  0.107
14 H 12.635 18.746 18.100  0.056
15 C 9.728 20.784 19.493  0.098
16 O 9.070 19.962 18.787  0.132
17 N 10.820 21.335 18.976  0.033
18 N 9.283 21.176 20.683  0.083
19 H 11.375 21.952 19.550  0.024
20 H 11.170 21.188 18.045  0.008
21 H 8.618 20.650 21.237  0.076
22 H 9.927 21.753 21.209  0.036
23 C 6.603 19.436 16.152  0.062
24 O 7.796 19.143 16.410  0.075
25 N 5.729 18.463 15.837  0.021
26 N 6.014 20.644 16.382  0.047
27 H 6.186 17.634 15.482  0.001
28 H 4.813 18.782 15.577  0.017
29 H 6.480 21.331 16.957  0.037
30 H 5.015 20.658 16.495  0.039
31 C 11.183 16.235 19.098  0.096
32 O 10.474 17.276 18.975  0.129
33 N 12.338 16.233 19.791  0.079
34 N 10.844 15.041 18.605  0.027
35 H 12.662 17.101 20.191  0.057
36 H 13.058 15.538 19.680  0.067
37 H 9.976 15.111 18.108  0.001
38 H 11.557 14.351 18.448  0.040
39 C 6.382 17.144 19.331  0.077
40 O 7.281 17.964 19.057  0.118
41 N 6.010 16.145 18.500  0.019
42 N 5.668 17.165 20.487  0.059
43 H 6.497 16.047 17.631  0.001
44 H 5.417 15.415 18.846  0.015
45 H 5.963 17.776 21.234  0.052
46 H 5.077 16.372 20.650  0.020

Version ii
Formula: C5H20FeN10O9S
Source: the Open Molecules 2025 dataset
Level of theory: wB97M-V/def2-TZVPD

Results
Multiplicity = 9
HOMO (spin up / spin down) = -2.83 / -8.24 eV
Expectation value of S² = 20.01
Frontier orbital gap (spin up / spin down) = 0.1074 / 0.1990 Ha
LUMO (spin up / spin down) = 0.092 / -2.826 eV

Last column: Löwdin spin population.
Positions of all 46 atoms, in Å:
1 Fe -0.051 0.225 0.293  4.427
2 S 1.635 2.363 -1.732  0.011
3 O 1.701 3.622 -1.004  0.023
4 O 0.875 2.515 -2.983  0.013
5 O 2.989 1.850 -1.961  0.014
6 O 0.861 1.415 -0.867  0.157
7 C 2.933 -0.760 0.791  0.015
8 O 1.837 -0.312 1.157  0.061
9 N 3.397 -1.913 1.317  0.020
10 N 3.779 -0.148 -0.081  0.006
11 H 4.275 -2.323 1.063  0.004
12 H 2.897 -2.112 2.171  0.019
13 H 3.416 0.675 -0.570  0.000
14 H 4.620 -0.622 -0.346  0.001
15 C -1.318 -2.197 2.013  0.659
16 O -1.082 -1.069 1.451  0.302
17 N -0.778 -3.421 1.619  0.961
18 N -1.876 -2.382 3.244  0.433
19 H -0.139 -3.509 0.824  0.126
20 H -1.283 -4.311 1.843  0.227
21 H -2.023 -3.239 3.760  0.075
22 H -2.002 -1.519 3.778  0.033
23 C -2.300 1.230 -1.674  0.011
24 O -1.765 0.504 -0.816  0.065
25 N -1.674 2.157 -2.390  0.003
26 N -3.616 1.099 -2.055  0.005
27 H -2.130 2.561 -3.186  0.000
28 H -0.659 2.309 -2.366  0.000
29 H -4.106 0.369 -1.562  0.002
30 H -4.003 1.765 -2.688  0.001
31 C 0.621 -1.909 -1.906  0.025
32 O 0.386 -1.618 -0.718  0.102
33 N 0.701 -3.170 -2.351  0.038
34 N 0.999 -1.001 -2.833  0.003
35 H 0.682 -3.934 -1.692  0.063
36 H 0.768 -3.318 -3.338  0.005
37 H 1.272 -1.297 -3.750  0.002
38 H 1.169 -0.040 -2.573  0.000
39 C -1.042 2.355 2.317  0.013
40 O -0.274 1.504 1.859  0.065
41 N -0.890 2.942 3.515  0.005
42 N -2.161 2.750 1.670  0.002
43 H -1.421 3.676 3.937  0.001
44 H -0.131 2.511 4.024  0.001
45 H -2.829 3.399 2.036  0.000
46 H -2.262 2.327 0.761  0.000

Stability ranking, top and bottom: version i is the most stable and version ii is the least stable.

Version i
Formula: C5H7NOS
Source: the Open Molecules 2025 dataset
Level of theory: wB97M-V/def2-TZVPD

Results
Multiplicity = 1
HOMO = -8.69 eV
Frontier orbital gap = 0.2976 Ha
LUMO = -0.587 eV

Last column: Löwdin charge in e.
Positions of all 15 atoms, in Å:
1 O 2.293 0.400 -0.593  -0.086
2 C 0.975 0.323 -0.318  -0.403
3 C 0.438 -0.488 -1.636  -0.532
4 S -0.963 -1.261 -1.797  0.719
5 N 0.181 0.657 0.654  -0.109
6 C 0.536 1.025 2.048  -0.057
7 C -1.016 0.680 2.313  -0.165
8 C -1.171 0.053 0.943  -0.191
9 H 1.171 -0.369 -2.430  0.047
10 H 1.513 0.416 2.325  0.160
11 H 0.526 2.263 1.972  0.169
12 H -1.642 1.473 2.526  0.066
13 H -1.208 -0.038 3.197  0.127
14 H -2.116 0.247 0.289  0.117
15 H -1.019 -1.176 0.949  0.141

Version ii
Formula: C5H7NOS
Source: the Open Molecules 2025 dataset
Level of theory: wB97M-V/def2-TZVPD

Results
Multiplicity = 1
HOMO = -9.06 eV
Frontier orbital gap = 0.3145 Ha
LUMO = -0.505 eV

Last column: Löwdin charge in e.
Positions of all 15 atoms, in Å:
1 C 1.871 -1.217 -0.162  -0.055
2 C 0.636 -0.344 -0.349  -0.383
3 N -0.546 -0.780 0.375  0.011
4 C -0.912 0.583 0.776  -0.276
5 C -2.133 1.030 -0.020  -0.210
6 O -2.937 0.325 -0.589  0.069
7 C 0.365 1.092 0.135  -0.755
8 S 1.050 2.460 -0.130  0.806
9 H 2.803 -0.722 -0.438  0.070
10 H 2.081 -1.456 0.899  0.083
11 H 1.855 -2.163 -0.702  0.074
12 H 0.422 -0.289 -1.491  0.172
13 H -1.226 -1.347 -0.093  0.105
14 H -1.130 0.676 1.852  0.158
15 H -2.198 2.152 -0.062  0.131

Version iii
Formula: C5H7NOS
Source: the Open Molecules 2025 dataset
Level of theory: wB97M-V/def2-TZVPD

Results
Multiplicity = 1
HOMO = -8.45 eV
Frontier orbital gap = 0.3342 Ha
LUMO = 0.639 eV

Last column: Löwdin charge in e.
Positions of all 15 atoms, in Å:
1 C 1.006 2.285 1.755  -0.042
2 C 1.114 1.026 1.276  -0.517
3 S -0.299 -0.030 1.114  1.031
4 C -0.165 -0.466 -0.595  -0.586
5 N 0.780 0.210 -1.330  0.072
6 C -0.925 -1.459 -1.140  -0.124
7 C -1.893 -2.220 -0.383  -0.316
8 O -2.184 -2.019 0.799  -0.068
9 H 0.039 2.716 1.932  0.047
10 H 1.888 2.895 1.982  0.063
11 H 2.078 0.593 1.075  0.064
12 H 0.745 0.062 -2.319  0.098
13 H 1.009 1.136 -1.033  0.071
14 H -0.809 -1.689 -2.190  0.095
15 H -2.384 -3.042 -0.945  0.112

Stability ranking, top and bottom: version iii is the most stable and version i is the least stable.

Version i
Formula: C5H7NOS
Source: the Open Molecules 2025 dataset
Level of theory: wB97M-V/def2-TZVPD

Results
Multiplicity = 1
HOMO = -8.81 eV
Frontier orbital gap = 0.3091 Ha
LUMO = -0.398 eV

Last column: Löwdin charge in e.
Positions of all 15 atoms, in Å:
1 S -2.709 1.348 0.117  0.829
2 C -1.333 0.676 -0.044  -0.730
3 C 0.062 0.902 0.575  -0.329
4 C 0.284 -0.343 1.405  -0.215
5 O -0.236 -1.308 0.590  -0.089
6 C -0.784 -0.682 -0.627  -0.269
7 C 0.502 -0.455 -1.329  -0.189
8 N 0.974 0.789 -0.649  -0.015
9 H 0.268 1.977 0.976  0.174
10 H -0.275 0.057 2.282  0.138
11 H 1.246 -0.704 1.586  0.116
12 H -1.629 -1.156 -1.308  0.184
13 H 1.235 -1.280 -1.140  0.131
14 H 0.596 -0.312 -2.453  0.128
15 H 1.798 0.490 0.020  0.136

Version ii
Formula: C5H7NOS
Source: the Open Molecules 2025 dataset
Level of theory: wB97M-V/def2-TZVPD

Results
Multiplicity = 1
HOMO = -8.93 eV
Frontier orbital gap = 0.3550 Ha
LUMO = 0.733 eV

Last column: Löwdin charge in e.
Positions of all 15 atoms, in Å:
1 C 0.519 -0.472 -2.055  -0.107
2 C 0.714 -0.571 -0.493  -0.560
3 S 2.333 0.277 -0.005  0.748
4 C -0.295 -0.090 0.408  -0.320
5 C -0.297 1.096 1.157  -0.136
6 N -1.413 1.152 1.879  0.083
7 C -2.051 0.049 1.677  -0.219
8 O -1.433 -0.693 0.819  0.079
9 H 0.549 0.551 -2.449  0.081
10 H 1.370 -0.938 -2.442  0.042
11 H -0.393 -0.807 -2.431  0.055
12 H 1.077 -1.847 -0.336  0.186
13 H 2.043 0.674 1.191  -0.177
14 H 0.318 1.912 0.971  0.082
15 H -3.041 -0.292 2.110  0.161

Version iii
Formula: C5H7NOS
Source: the Open Molecules 2025 dataset
Level of theory: wB97M-V/def2-TZVPD

Results
Multiplicity = 1
HOMO = -8.88 eV
Frontier orbital gap = 0.3288 Ha
LUMO = 0.068 eV

Last column: Löwdin charge in e.
Positions of all 15 atoms, in Å:
1 C -0.638 0.042 -0.170  -0.183
2 C -2.985 -0.600 -0.418  0.067
3 C -1.669 -0.895 -0.414  -0.109
4 C 1.075 1.507 0.125  -0.184
5 C 1.627 0.183 0.691  -0.687
6 N -0.155 1.089 -0.567  0.130
7 O 0.574 -0.683 0.951  -0.159
8 S 2.635 -0.549 -0.695  0.752
9 H -3.671 -1.376 -0.354  0.035
10 H -3.300 0.436 -0.030  0.108
11 H -1.284 -1.902 -0.648  0.129
12 H 0.674 2.098 0.964  0.130
13 H 1.815 2.026 -0.476  0.103
14 H 2.324 0.364 1.438  0.073
15 H 2.978 -1.743 -0.397  -0.204

Stability ranking, top and bottom: version ii is the most stable and version i is the least stable.